No. 1
Below is a molecular structure, C25H41Cl3N3O3SSiV at a distorted geometry, with properties calculated with the ωB97M-V functional and the def2-TZVPD basis.

Cartesian coordinates (Å):
C -1.828 -2.281 -4.453
C -1.282 -3.060 -3.313
H -1.885 -2.860 -5.372
H -1.203 -1.404 -4.622
H -2.821 -1.917 -4.191
C -0.663 -4.264 -3.433
C -0.223 -4.823 -4.741
H -0.296 -4.794 -2.554
H 0.269 -4.073 -5.391
H -1.072 -5.230 -5.315
H 0.493 -5.648 -4.589
V 0.318 1.372 -0.290
Cl -2.128 0.882 -0.233
Cl 1.692 3.171 -0.924
H 0.946 3.883 3.445
H -1.389 6.018 2.773
C 1.054 4.363 2.461
C -0.972 5.751 1.793
N -0.259 4.494 1.836
H 1.678 3.725 1.821
C -0.725 3.387 1.269
O -0.030 2.335 1.374
H -1.804 5.685 1.082
H -1.678 3.412 0.721
H 1.511 5.350 2.558
H -0.311 6.571 1.484
H 1.750 -1.152 -3.728
H 2.581 -3.711 -2.463
C 2.696 -0.898 -3.222
C 3.330 -2.993 -2.074
N 2.789 -1.641 -1.967
H 2.720 0.174 -3.001
C 2.329 -1.076 -0.829
O 1.887 0.092 -0.793
H 3.698 -3.352 -1.104
H 2.403 -1.701 0.084
H 3.542 -1.184 -3.854
H 4.167 -2.983 -2.796
O -0.120 -1.556 -2.424
C -1.182 -2.261 -2.017
C 0.256 -3.506 -0.322
C -0.990 -3.005 -0.689
H 1.102 -3.225 -0.946
C 0.402 -4.267 0.830
H -2.126 -1.687 -1.939
C -2.060 -3.134 0.203
H 1.390 -4.662 1.081
C -0.685 -4.499 1.665
C -1.919 -3.909 1.360
H -2.989 -2.599 -0.030
H -0.575 -5.113 2.574
H -2.778 -4.040 2.029
Si -0.341 2.864 -3.583
Cl 0.006 0.941 -2.546
C 1.323 3.447 -4.276
C -1.345 4.019 -2.486
C -1.308 2.660 -5.201
H 2.031 2.606 -4.311
H 1.777 4.290 -3.736
H 1.157 3.799 -5.311
H -0.686 2.136 -5.942
H -1.529 3.639 -5.653
H -2.260 2.145 -5.065
H -1.435 3.666 -1.451
H -2.357 4.129 -2.909
H -0.918 5.032 -2.462
S 0.151 -0.613 1.309
C -0.399 0.107 2.727
N -1.660 0.651 2.812
C -1.986 1.537 3.796
C -1.108 1.777 4.833
C 0.153 1.177 4.812
C 0.506 0.338 3.774
H -2.227 0.651 1.943
H -2.963 2.036 3.700
H -1.406 2.442 5.655
H 0.885 1.366 5.598
H 1.495 -0.105 3.630

Summary:
LUMO energy (alpha / beta), eV: -0.806 / -0.572
HOMO level (alpha / beta), hartree: -0.204 / -0.204
Molecular weight, g mol⁻¹: 649.08
2S+1: 3
HOMO-LUMO gap (alpha / beta), eV: 4.75 / 4.97

=====

No. 2
Below is C10H11NO2 in the gas phase at a distorted geometry, with properties calculated with the ωB97M-V functional and the def2-TZVPD basis.

Cartesian coordinates (Å):
C 3.560 0.721 0.385
C 3.324 -0.631 0.578
C 2.500 1.629 0.121
C 2.116 -1.177 0.244
C 1.179 1.145 -0.113
C 1.076 -0.261 -0.117
C -1.780 -0.263 1.140
C -1.379 -0.220 -1.092
C -0.250 -0.914 -0.334
C -3.569 0.673 -0.230
N -2.273 0.031 -0.053
O -2.084 -0.267 2.320
O -0.296 -2.317 -0.227
H 4.503 1.194 0.867
H 4.057 -1.297 0.946
H 2.623 2.747 0.131
H 2.145 -2.218 0.128
H 0.398 1.826 -0.240
H -1.027 0.696 -1.592
H -1.788 -1.028 -1.687
H -4.253 0.198 0.533
H -3.515 1.762 -0.054
H -4.066 0.615 -1.244
H -1.200 -2.646 -0.411

Summary:
LUMO energy (alpha / beta), eV: 0.503 / -0.809
HOMO level (alpha / beta), hartree: -0.205 / -0.333
Molecular weight, g mol⁻¹: 177.20
2S+1: 3
HOMO-LUMO gap (alpha / beta), eV: 6.08 / 8.26

=====

No. 3
Below is C23H24N2O3S2 in the gas phase at a distorted geometry, with properties calculated with the ωB97M-V functional and the def2-TZVPD basis.

Cartesian coordinates (Å):
C 1.860 1.333 4.956
N 1.819 0.190 4.076
C 1.404 0.329 2.761
C 0.897 1.538 2.274
C 0.483 1.644 0.963
C 0.571 0.567 0.086
C 0.109 0.768 -1.314
O -0.716 1.611 -1.614
N 0.669 -0.060 -2.235
C 0.397 0.098 -3.644
C 1.303 1.159 -4.266
S 1.011 1.376 -6.046
C -0.419 2.528 -6.034
C -1.706 1.848 -5.700
C -2.271 0.954 -6.603
C -3.453 0.305 -6.298
C -4.082 0.541 -5.087
C -3.523 1.426 -4.182
C -2.340 2.078 -4.485
C 1.078 -0.637 0.571
C 1.487 -0.755 1.882
S 1.810 -1.346 4.793
O 1.934 -1.134 6.204
O 2.775 -2.194 4.162
C 0.160 -1.943 4.425
C -0.016 -3.122 3.729
C -1.302 -3.556 3.452
C -2.390 -2.807 3.873
C -2.200 -1.630 4.581
C -0.915 -1.194 4.861
H 2.218 0.976 5.918
H 0.873 1.786 5.089
H 2.554 2.080 4.567
H 0.822 2.401 2.914
H 0.081 2.575 0.592
H 1.481 -0.597 -1.976
H 0.541 -0.861 -4.149
H -0.648 0.402 -3.742
H 2.351 0.871 -4.175
H 1.151 2.121 -3.777
H -0.436 2.930 -7.047
H -0.183 3.325 -5.329
H -1.771 0.766 -7.542
H -3.884 -0.387 -7.007
H -5.005 0.033 -4.849
H -4.001 1.609 -3.231
H -1.904 2.752 -3.763
H 1.136 -1.506 -0.068
H 1.907 -1.682 2.229
H 0.852 -3.683 3.422
H -1.455 -4.476 2.909
H -3.391 -3.145 3.654
H -3.050 -1.054 4.913
H -0.739 -0.290 5.421

Summary:
LUMO energy, eV: 0.347
SMILES string: CN(c1ccc(C(=O)NCCSCc2ccccc2)cc1)S(=O)(=O)c1ccccc1
HOMO level, hartree: -0.310
Molecular weight, g mol⁻¹: 440.59
HOMO-LUMO gap, eV: 8.79